(1)
A structure of composition C14H25KNO8 in a non-equilibrium geometry. Source: the Open Molecules 2025 dataset; level of theory: ωB97M-V/def2-TZVPD.

XYZ file:
```
49
Properties=species:S:1:pos:R:3:mulliken_charge:R:1
K 0.050 0.759 0.450 1.009
C 3.146 -0.180 -1.139 -0.740
C 2.115 -0.251 -0.072 0.778
C 1.099 -1.531 -0.158 0.533
O 0.098 -1.604 0.568 -0.718
C 1.409 -2.606 -1.109 -0.863
C 2.419 -2.437 -2.032 0.383
C 3.276 -1.164 -2.056 0.175
O 4.202 -0.963 -2.975 -0.801
O 2.674 -3.426 -2.825 -0.775
O 1.951 0.628 0.754 -0.851
H 3.747 0.713 -1.057 0.541
H 0.780 -3.484 -1.098 0.395
C -2.421 -3.242 2.723 -0.770
O -2.806 -2.183 1.848 -0.370
C -2.534 -0.923 2.403 -0.643
C -2.892 0.063 1.308 -0.937
N -1.959 0.004 0.177 0.059
C -2.394 0.734 -1.030 -0.935
C -1.450 0.514 -2.265 -0.786
O -0.143 1.035 -1.998 0.151
C 0.772 1.071 -3.094 -1.062
H -2.623 -4.188 2.220 0.261
H -3.018 -3.240 3.634 0.318
H -1.340 -3.207 2.863 0.277
H -1.499 -0.793 2.717 0.286
H -3.146 -0.735 3.285 0.548
H -2.910 1.080 1.701 0.366
H -3.902 -0.149 0.959 0.544
H -1.866 -0.960 -0.109 0.201
H -2.631 1.762 -0.756 0.353
H -3.377 0.316 -1.249 0.468
H -1.929 1.023 -3.102 0.442
H -1.359 -0.537 -2.540 0.445
H 0.924 0.074 -3.507 0.367
H 1.809 1.343 -2.896 0.313
H 0.347 1.725 -3.855 0.237
C 1.097 1.540 2.876 -0.709
O -0.029 0.817 2.441 -0.313
H 1.626 0.972 3.641 0.296
H 1.831 1.706 2.087 0.175
H 0.788 2.518 3.245 0.369
H -0.712 0.887 3.112 0.257
C 2.051 2.614 -0.836 -0.783
O 0.765 2.541 -0.229 -0.514
H 2.128 2.767 -1.912 0.406
H 2.650 3.409 -0.391 0.490
H 2.674 1.737 -0.662 -0.051
H 0.513 3.452 -0.059 0.175
```

The value obtained for the total energy is -1804.74636 Ha. The energy above the lowest of the compared OMol25 structures with the same formula, charge and spin is 701.62 kJ/mol. The HOMO-LUMO gap comes out at 4.903 eV. As for the multiplicity: 1. As for the net charge: -1.

(2)
A structure of composition C14H25N5RhS4 in a non-equilibrium geometry. Source: the Open Molecules 2025 dataset; level of theory: ωB97M-V/def2-TZVPD.

XYZ file:
```
49
Properties=species:S:1:pos:R:3:nbo_charge:R:1
Rh -0.528 -0.074 -0.011 0.930
S -1.063 2.237 0.002 0.326
S -0.931 -2.468 0.098 0.317
C -2.895 2.238 -0.107 -0.748
C -0.605 2.316 -1.773 -0.540
C -0.972 1.079 -2.579 -0.249
N -0.294 -0.144 -2.071 -0.668
C -0.912 -1.417 -2.525 -0.248
C -0.488 -2.603 -1.676 -0.539
H 0.482 2.509 -1.759 0.232
H -1.140 3.200 -2.135 0.285
H -0.653 1.200 -3.616 0.249
H -2.051 0.881 -2.532 0.221
H -0.578 -1.582 -3.549 0.250
H -1.999 -1.276 -2.479 0.218
H 0.608 -2.731 -1.628 0.255
H -0.986 -3.537 -1.969 0.283
C -2.768 -2.529 0.017 -0.742
H 0.700 -0.136 -2.330 0.400
H -3.215 -1.759 -0.618 0.211
H -3.177 -2.443 1.027 0.253
H -3.033 -3.516 -0.363 0.274
H -3.291 2.206 0.913 0.259
H -3.309 1.423 -0.708 0.212
H -3.190 3.192 -0.548 0.277
C 5.210 0.120 -1.617 -0.364
C 5.310 0.175 -0.298 -0.446
H 5.179 1.023 -2.235 0.205
H 5.236 -0.829 -2.159 0.226
H 5.458 1.129 0.219 0.174
H 5.377 -0.716 0.333 0.216
N -3.495 -0.294 1.897 -0.765
C -2.304 -0.396 2.541 0.286
N -1.095 -0.201 1.997 -0.587
C -0.068 -0.455 2.922 0.106
C -0.586 -0.774 4.167 -0.274
S -2.302 -0.842 4.213 0.616
C 1.252 -0.126 2.471 0.178
C 2.431 0.135 3.190 -0.263
S 3.631 0.904 2.242 0.635
C 2.507 0.896 0.894 0.325
N 1.365 0.276 1.148 -0.586
N 2.749 1.621 -0.230 -0.709
H -4.314 -0.396 2.482 0.439
H -3.677 -0.048 0.925 0.434
H 0.119 -0.925 4.981 0.288
H 2.459 -0.117 4.243 0.288
H 3.604 2.135 -0.312 0.447
H 2.243 1.440 -1.094 0.414
```

The value obtained for the total energy is -2524.45269 Ha. The HOMO-LUMO gap (alpha / beta) comes out at 6.346 / 5.071 eV. As for the multiplicity: 5. As for the expectation value of S²: 6.0415. As for the net charge: +3.

(3)
An isolated molecule of C14H25NO3S. Source: the Open Molecules 2025 dataset; level of theory: ωB97M-V/def2-TZVPD.

XYZ file:
```
44
Properties=species:S:1:pos:R:3:nbo_charge:R:1
C -3.462 -0.389 -1.366 -0.626
C -3.123 -0.634 0.102 0.125
C -4.412 -0.609 0.934 -0.604
C -2.424 -1.990 0.264 -0.625
N -2.265 0.434 0.603 -0.907
S -1.365 1.564 -0.174 2.338
O -2.138 2.217 -1.188 -0.943
O -0.822 2.377 0.880 -0.963
C -0.023 0.697 -1.058 -0.659
C 1.106 0.123 -0.237 -0.191
C 0.857 -0.085 1.280 -0.434
C 2.271 -0.275 1.863 -0.400
C 3.166 -0.226 0.619 -0.216
C 2.892 -1.521 -0.148 -0.544
C 1.492 -1.289 -0.668 0.660
O 0.788 -2.066 -1.258 -0.555
C 2.477 0.841 -0.260 0.012
C 2.461 2.242 0.343 -0.619
C 3.068 0.942 -1.669 -0.625
H -3.786 0.637 -1.509 0.245
H -4.257 -1.064 -1.672 0.216
H -2.600 -0.565 -2.003 0.208
H -4.905 0.352 0.819 0.221
H -5.089 -1.394 0.608 0.212
H -4.189 -0.760 1.988 0.203
H -2.200 -2.179 1.312 0.200
H -3.072 -2.785 -0.095 0.215
H -1.497 -2.025 -0.304 0.230
H -2.006 0.347 1.569 0.413
H -0.528 -0.095 -1.609 0.259
H 0.332 1.439 -1.768 0.252
H 0.221 -0.952 1.456 0.218
H 0.368 0.798 1.684 0.257
H 2.525 0.515 2.567 0.215
H 2.374 -1.226 2.386 0.209
H 4.218 -0.050 0.834 0.222
H 3.579 -1.676 -0.979 0.247
H 2.933 -2.415 0.475 0.240
H 3.470 2.648 0.347 0.213
H 2.075 2.262 1.355 0.219
H 1.827 2.895 -0.252 0.220
H 2.660 1.806 -2.187 0.217
H 4.147 1.070 -1.610 0.219
H 2.855 0.063 -2.272 0.209
```

The value obtained for the total energy is -1227.12965 Ha. The HOMO-LUMO gap comes out at 10.322 eV. As for the multiplicity: 1. The structure (SMILES) is CC(C)(C)NS(=O)(=O)C[C@@]12CC[C@@H](CC1=O)C2(C)C.

(4)
A structure of composition C14H26Ag2CuN2O14S in a non-equilibrium geometry. Source: the Open Molecules 2025 dataset; level of theory: ωB97M-V/def2-TZVPD.

XYZ file:
```
60
Properties=species:S:1:pos:R:3:nbo_charge:R:1
Ag -3.335 -2.207 2.674 0.976
Ag -0.749 -3.951 0.944 0.946
Cu 3.182 -3.676 0.351 0.972
O -2.117 -2.068 0.683 -0.772
C -1.358 -1.123 -0.087 -0.095
C 0.303 -1.155 0.101 -0.096
O 0.873 -2.452 0.210 -0.782
H -1.767 -0.122 0.054 0.195
H -1.615 -1.290 -1.133 0.205
H 0.639 -0.456 0.867 0.223
H 0.796 -0.746 -0.781 0.176
C 1.536 -2.174 -3.460 -0.487
N 2.888 -2.694 -3.431 0.510
O 3.228 -3.549 -4.224 -0.325
O 3.682 -2.160 -2.701 -0.381
H 1.520 -1.407 -2.685 0.208
H 0.839 -2.943 -3.128 0.225
H 1.298 -1.774 -4.445 0.253
C -3.225 3.207 1.670 -0.478
N -3.525 4.076 0.507 0.510
O -2.917 3.892 -0.560 -0.430
O -4.278 5.032 0.623 -0.305
H -4.031 3.389 2.382 0.260
H -2.263 3.498 2.092 0.237
H -3.115 2.229 1.201 0.207
O 4.607 -1.552 0.353 -0.681
C 3.919 -0.547 0.734 0.810
O 3.537 -0.375 1.949 -0.448
C 2.856 0.924 2.078 -0.082
C 2.955 1.650 0.743 -0.442
C 3.432 0.498 -0.153 -0.542
H 3.285 1.413 2.953 0.233
H 1.781 0.784 2.186 0.171
H 3.451 2.620 0.726 0.264
H 1.969 1.919 0.364 0.212
H 4.217 0.942 -0.766 0.294
H 2.720 -0.071 -0.750 0.233
O -2.341 -0.341 3.869 -0.726
C -1.249 0.091 4.330 0.841
O -1.185 0.948 5.368 -0.436
C 0.094 1.443 5.640 -0.079
C 0.946 0.296 5.059 -0.437
C 0.108 -0.253 3.941 -0.534
H 0.372 1.773 6.641 0.248
H 0.102 2.411 5.138 0.192
H 1.090 -0.425 5.864 0.249
H 1.920 0.602 4.677 0.234
H 0.172 -1.334 3.815 0.246
H 0.025 0.225 2.964 0.226
C -2.406 0.309 -4.010 -0.102
C -3.393 -0.648 -4.784 -0.124
O -2.760 -0.902 -6.036 -0.478
S -1.229 -0.410 -6.115 2.430
O -1.054 0.241 -7.425 -0.464
O -0.338 -1.512 -5.777 -0.655
O -1.356 0.686 -4.903 -0.607
H -1.991 -0.243 -3.167 0.191
H -2.810 1.262 -3.668 0.270
H -4.304 -0.143 -5.106 0.274
H -3.631 -1.660 -4.456 0.268
```

The value obtained for the total energy is -4042.91070 Ha. The energy above the lowest of the compared OMol25 structures with the same formula, charge and spin is 0.00 kJ/mol. The HOMO-LUMO gap (alpha / beta) comes out at 6.818 / 1.891 eV. As for the multiplicity: 3. As for the expectation value of S²: 2.0288. As for the net charge: +3.

(5)
A structure of composition C14H26AlBr3ClF3IN4O5 in a non-equilibrium geometry. Source: the Open Molecules 2025 dataset; level of theory: ωB97M-V/def2-TZVPD.

XYZ file:
```
58
Properties=species:S:1:pos:R:3:nbo_charge:R:1
I 0.471 -1.667 2.456 1.104
N 0.823 -3.693 2.318 -0.728
C 0.151 -4.724 3.200 -0.095
C 0.722 -6.216 2.833 -0.092
N 1.700 -6.001 1.699 -0.546
C 1.748 -4.508 1.418 0.279
H -0.635 -4.599 4.065 0.283
H 0.409 -7.218 3.378 0.246
H 2.223 -6.799 1.276 0.477
H 2.407 -3.975 0.602 0.315
C -2.522 1.393 0.994 -0.602
Br -1.324 -0.098 1.352 0.087
Br -2.788 1.666 -0.913 0.119
Br -4.210 1.208 1.942 0.207
H -2.034 2.294 1.381 0.216
Cl 4.295 -5.108 1.307 -0.833
C 4.815 -0.107 -1.846 -0.637
C 3.427 -0.184 -1.244 0.070
C 3.035 1.033 -0.464 -0.121
O 2.077 0.515 0.443 -0.436
C 2.405 -0.800 0.633 1.115
O 1.914 -1.511 1.492 -0.708
O 3.356 -1.202 -0.259 -0.377
H 5.128 -1.089 -2.216 0.233
H 4.844 0.608 -2.674 0.215
H 5.556 0.197 -1.099 0.270
H 2.692 -0.422 -2.023 0.180
H 2.592 1.811 -1.093 0.204
H 3.858 1.467 0.116 0.284
F 4.894 -0.429 1.442 -0.513
Al -2.003 0.679 3.541 0.737
F -4.285 -1.145 0.785 -0.955
C -1.364 5.751 -5.408 -0.615
C -2.021 4.562 -4.711 -0.082
C -3.563 4.662 -4.647 -0.077
O -4.053 5.569 -3.656 -0.547
C -4.062 6.930 -4.060 -0.249
N -1.434 4.411 -3.371 -0.824
H -1.340 6.647 -4.784 0.203
H -0.323 5.514 -5.662 0.220
H -1.884 5.996 -6.340 0.201
H -1.773 3.669 -5.296 0.189
H -3.951 3.676 -4.360 0.187
H -3.994 4.889 -5.629 0.163
H -4.282 7.043 -5.126 0.167
H -3.107 7.398 -3.814 0.166
H -4.838 7.448 -3.490 0.189
H -1.806 3.560 -2.946 0.353
H -1.817 5.159 -2.786 0.357
F 5.379 1.775 1.918 -0.474
C -1.043 -8.026 6.299 -0.711
C -1.614 -6.618 6.260 0.280
N -2.087 -5.449 6.228 -0.327
H -0.040 -8.010 6.735 0.260
H -1.685 -8.672 6.905 0.254
H -0.985 -8.433 5.286 0.247
O 0.767 -0.297 6.210 -0.918
H 1.180 -0.536 5.401 0.392
```

The value obtained for the total energy is -10165.35483 Ha. The HOMO-LUMO gap comes out at 2.369 eV. As for the multiplicity: 1. As for the net charge: -1.

Q: Among the records above, which one has the highest multiplicity?
A: C14H25N5RhS4

Q: The highest multiplicity belongs to which entry?
A: C14H25N5RhS4